{"formula": "C3H2N2", "method": "ωB97M-V with the def2-TZVPD basis set", "total_charge": 0, "spin_multiplicity": 1, "homo_lumo_gap_ha": [0.38313, 0.18123], "e_lumo_ha": [-0.052, -0.169], "e_homo_ha": [-0.43525, -0.35013], "species": ["C", "C", "C", "N", "N", "H", "H"], "xyz": [[-0.083, -1.391, -0.565], [-0.478, 3.219, -0.344], [0.174, -0.734, 0.562], [-0.271, -1.931, -1.576], [-0.087, 2.170, -0.168], [1.248, -0.709, 0.740], [-0.504, -0.623, 1.352]]}